Below is a molecular structure, C51H39MnN10OPS2 at a distorted geometry, with properties calculated with the ωB97M-V functional and the def2-TZVPD basis.

Its charge is +1. The HOMO energy (alpha / beta) is -9.491 / -10.350 eV. The total energy is -4878.16304 hartree. The largest force on an atom is 1.255 eV/A. As for the spin multiplicity: 3.

Positions of all 105 atoms, in Å:
Mn (0.628673, -0.161261, -0.566818)
C (-3.873549, 2.686352, 0.856586)
N (-2.669209, 2.362008, 0.090136)
C (-1.875581, 1.274759, 0.252724)
N (-0.861832, 1.326870, -0.585265)
C (-1.000887, 2.471630, -1.330689)
C (-2.126143, 3.138995, -0.911950)
C (-2.667864, 4.462928, -1.269983)
C (-1.873659, 5.590998, -1.070511)
C (-2.358673, 6.848326, -1.395894)
C (-3.639319, 6.985648, -1.919016)
C (-4.433331, 5.864625, -2.120169)
C (-3.946904, 4.604280, -1.799334)
C (-0.017505, 2.768892, -2.355847)
C (-0.171293, 3.721991, -3.327575)
C (0.827990, 3.978529, -4.267529)
C (2.039076, 3.225590, -4.253600)
C (2.244046, 2.246891, -3.353003)
C (1.224259, 1.930559, -2.295869)
P (-2.152431, -0.090426, 1.422410)
C (-1.940360, -1.411955, 0.206717)
N (-1.032600, -1.394410, -0.745287)
C (-1.247870, -2.483706, -1.543501)
C (-2.286056, -3.212051, -1.021204)
N (-2.717788, -2.515093, 0.090531)
C (-3.853010, -2.872899, 0.942052)
C (-2.914287, -4.455904, -1.499165)
C (-3.008840, -5.571714, -0.670522)
C (-3.577928, -6.745512, -1.142927)
C (-4.045887, -6.813666, -2.448530)
C (-3.945282, -5.706105, -3.280994)
C (-3.384173, -4.530065, -2.808177)
C (-0.438292, -2.721936, -2.749895)
C (-0.124287, -1.644044, -3.574222)
C (0.695441, -1.813457, -4.679074)
C (1.202887, -3.072590, -4.973562)
C (0.878471, -4.153753, -4.165275)
C (0.061460, -3.982304, -3.056481)
C (-0.505499, -0.080842, 2.166555)
N (0.640289, -0.081902, 1.507861)
C (1.640920, -0.034048, 2.460014)
C (1.065498, 0.012628, 3.702337)
N (-0.295139, -0.027443, 3.501141)
C (-1.317110, -0.044906, 4.548572)
C (1.702584, 0.064054, 5.031383)
C (2.645491, -0.900538, 5.379001)
C (3.278399, -0.845380, 6.611400)
C (2.970172, 0.168558, 7.508448)
C (2.027987, 1.131504, 7.170249)
C (1.399692, 1.081312, 5.934414)
C (3.106711, 0.005880, 2.235955)
C (3.788041, 1.199529, 2.454553)
C (5.168271, 1.260204, 2.313471)
C (5.881460, 0.119806, 1.966543)
C (5.209530, -1.081708, 1.774552)
C (3.830016, -1.137045, 1.909864)
H (-3.816449, 2.212997, 1.831969)
H (-3.930368, 3.763626, 0.980922)
H (-4.766303, 2.339338, 0.340689)
H (-0.873885, 5.470264, -0.667026)
H (-1.738886, 7.721707, -1.238663)
H (-4.017033, 7.967441, -2.173330)
H (-5.427495, 5.968932, -2.534716)
H (-4.558824, 3.726924, -1.977003)
H (-1.091299, 4.292006, -3.370336)
H (0.677053, 4.739709, -5.019441)
H (2.801315, 3.430376, -4.994085)
H (3.151208, 1.657094, -3.378849)
H (0.942657, 0.864607, -2.454823)
H (-4.534339, -3.494979, 0.370126)
H (-3.516926, -3.424076, 1.818348)
H (-4.371424, -1.971905, 1.256958)
H (-2.608020, -5.531386, 0.336394)
H (-3.642176, -7.610400, -0.495850)
H (-4.484150, -7.731125, -2.818827)
H (-4.306628, -5.757303, -4.299808)
H (-3.302181, -3.664297, -3.454624)
H (-0.553139, -0.669627, -3.357834)
H (0.930104, -0.969777, -5.315758)
H (1.846842, -3.211628, -5.832276)
H (1.273849, -5.135716, -4.391140)
H (-0.165112, -4.824010, -2.412609)
H (-0.883799, -0.476031, 5.445704)
H (-1.666658, 0.961575, 4.770878)
H (-2.154936, -0.656750, 4.228907)
H (2.882883, -1.691021, 4.678219)
H (4.012984, -1.596551, 6.871797)
H (3.464264, 0.209142, 8.470434)
H (1.792603, 1.929103, 7.862874)
H (0.687928, 1.852927, 5.660577)
H (3.230692, 2.086379, 2.726080)
H (5.685736, 2.196561, 2.478634)
H (6.955772, 0.162295, 1.846756)
H (5.762277, -1.976805, 1.518549)
H (3.315957, -2.082632, 1.786822)
S (1.801525, 3.273257, 0.107348)
C (1.919585, 2.029834, -0.910359)
N (7.246114, -0.343216, -0.809987)
C (6.134105, -0.174674, -1.053691)
N (4.861669, -0.019193, -1.386563)
C (3.848518, 0.514240, -1.025825)
N (2.775314, 0.949433, -0.705394)
O (0.943782, -3.589501, 0.759020)
S (1.863896, -3.021992, -0.231263)
N (1.746659, -1.641818, -0.693487)

Atoms 1-2, force components in eV/Å:
-0.91 -0.02 0.46
0.18 -0.04 -0.12